The ion C5H11N2S with charge +1 at a distorted geometry, computed with wB97M-V/def2-TZVPD.

**Electronic energy**: -704.3681 hartree
**Charge**: +1
**Relative energy (zero: lowest compared OMol25 entry of this formula, charge and spin)**: 139.6 kcal/mol
**Structure (SMILES)**: C=C[N+]#[SH]=C(C)NC
**HOMO-LUMO gap (alpha / beta)**: 7.619 / 7.616 eV
**LUMO energy (alpha / beta)**: -5.03 / -5.03 eV
**2S+1**: 1
**Max |F|**: 5.46 eV/Å

Last column: natural (NBO) charge in e.
CARTESIAN COORDINATES (ANGSTROEM)
C  -3.603708  1.439887  -0.205567  -0.27
C  -2.861795  0.371601  -0.372675  -0.10
C  1.298145  -0.691012  -0.229848  0.28
C  2.074520  -1.866684  -0.661910  -0.76
C  1.459878  1.394166  0.802365  -0.45
N  -2.029783  -0.154747  0.549636  -0.67
N  2.043350  0.283517  0.203998  -0.52
S  -0.774378  -1.036909  0.483795  0.83
H  -4.156240  1.774403  -1.004294  0.21
H  -3.546456  2.035040  0.750780  0.22
H  -2.925698  -0.075566  -1.341469  0.19
H  1.307954  -2.667933  -1.059545  0.26
H  2.974298  -1.637980  -1.389219  0.29
H  2.643262  -2.118435  0.238918  0.26
H  0.744621  1.025694  1.685903  0.23
H  0.974967  2.033252  0.079755  0.24
H  2.231048  2.049594  1.392822  0.25
H  3.025756  0.034820  0.451018  0.42
H  -0.879734  -2.192715  -0.374468  0.09

Atomic forces in eV per Å
1.17 1.14 3.42
-0.33 -0.45 -1.81
0.79 0.57 -0.68
-0.14 -1.26 -1.58
-0.53 2.70 4.71
1.90 -0.48 1.08
0.26 -2.53 0.01
-0.02 -0.79 0.59
-1.42 0.79 -1.49
-0.30 -0.74 -1.19
0.12 -0.71 -0.59
2.24 1.16 0.80
-2.23 -0.28 0.87
-0.35 -1.01 0.06
1.11 0.98 -2.09
-0.35 0.06 0.01
-1.23 -1.30 -1.41
-0.70 0.62 -0.70
0.01 1.53 0.01